# 1
DFT (ωB97M-V/def2-TZVPD) results for C78H65N3O4P2Ru as an isolated structure in a non-equilibrium geometry.

Each line ends with the Mulliken spin population.
CARTESIAN COORDINATES (ANGSTROEM)
Ru 0.58 0.90 0.13  1.893
O -1.66 1.32 0.04  0.420
C -2.11 2.53 -0.52  -0.013
C -1.27 3.63 0.18  0.024
C 0.08 3.82 -0.45  -0.003
C 0.33 4.96 -1.20  0.000
C 1.60 5.18 -1.70  -0.001
C 2.61 4.30 -1.33  -0.003
C 2.30 3.20 -0.55  0.016
C 3.42 2.39 0.06  0.041
C 3.74 1.12 -0.77  0.007
O 2.55 0.35 -0.71  -0.130
C 4.03 1.59 -2.18  -0.030
C 5.27 2.13 -2.49  -0.057
C 5.50 2.64 -3.75  -0.009
C 4.50 2.63 -4.71  0.010
C 3.25 2.12 -4.38  -0.006
C 3.01 1.62 -3.12  0.081
C 4.83 0.19 -0.16  0.002
C 5.30 -1.93 -0.24  0.135
C 6.30 -2.22 0.82  0.015
C 6.84 -1.30 1.62  0.005
C 6.60 0.12 1.62  0.014
C 5.72 0.80 0.86  -0.020
N 1.03 2.91 -0.21  -0.085
C -3.65 2.66 -0.22  0.012
C -4.21 4.06 -0.28  0.005
C -5.48 4.43 -0.10  -0.002
C -6.64 3.59 0.07  0.008
C -6.80 2.33 -0.36  -0.007
C -5.88 1.55 -1.18  0.026
C -1.81 2.60 -2.01  -0.038
C -2.31 3.64 -2.79  -0.005
C -2.00 3.73 -4.13  0.003
C -1.18 2.79 -4.72  0.002
C -0.66 1.76 -3.96  0.024
C -0.97 1.66 -2.61  0.019
H -1.14 3.33 1.22  0.004
H -1.77 4.59 0.16  -0.001
H -0.45 5.68 -1.36  0.000
H 1.82 6.05 -2.30  0.000
H 3.63 4.48 -1.63  0.002
H 3.12 2.08 1.07  0.015
H 4.30 3.02 0.10  -0.002
H 6.05 2.14 -1.74  0.007
H 6.48 3.04 -3.99  0.000
H 4.69 3.03 -5.69  0.001
H 2.46 2.13 -5.12  0.001
H 2.03 1.25 -2.86  0.034
H 5.05 -2.83 -0.80  -0.039
H 6.59 -3.25 0.94  0.001
H 7.58 -1.63 2.35  0.000
H 7.20 0.69 2.31  0.000
H 5.70 1.87 0.96  0.001
H -3.50 4.87 -0.39  0.000
H -5.69 5.49 -0.06  0.000
H -7.47 4.06 0.58  0.000
H -7.73 1.83 -0.14  0.000
H -6.22 0.54 -1.38  -0.001
H -2.94 4.39 -2.34  -0.001
H -2.41 4.55 -4.71  0.000
H -0.94 2.86 -5.77  0.001
H -0.02 1.02 -4.41  0.002
H -0.56 0.83 -2.02  -0.043
C -2.16 -6.68 0.03  0.001
C -1.90 -5.59 -1.03  0.000
C -2.08 -6.15 -2.44  0.000
C -2.89 -4.45 -0.82  0.012
C -4.26 -4.66 -0.95  0.002
C -5.17 -3.62 -0.79  0.012
C -4.73 -2.34 -0.51  0.017
C -3.37 -2.11 -0.38  0.241
P -2.65 -0.37 -0.04  0.079
C -3.69 0.39 -1.32  0.087
C -4.37 1.68 -1.15  -0.009
C -5.14 2.20 -2.36  -0.008
C -5.00 1.49 -3.61  0.067
C -4.39 0.29 -3.67  -0.027
C -3.76 -0.26 -2.52  0.048
C -2.98 -0.27 1.76  0.093
C -2.76 0.86 2.55  0.028
C -2.84 0.80 3.93  -0.018
C -3.10 -0.40 4.57  0.041
C -3.31 -1.54 3.81  -0.021
C -3.26 -1.47 2.42  0.011
C -2.48 -3.16 -0.53  0.028
O -1.17 -2.81 -0.35  0.030
C -0.22 -3.76 -0.54  0.015
C 1.07 -3.29 -0.34  0.022
C 2.15 -4.15 -0.49  -0.001
C 1.91 -5.47 -0.84  0.019
C 0.62 -5.93 -1.01  -0.002
C -0.48 -5.08 -0.87  0.006
P 1.18 -1.57 0.23  0.025
C 1.59 -1.88 1.98  -0.046
C 1.61 -3.08 2.57  -0.003
C 1.85 -3.23 3.99  0.000
C 1.96 -2.18 4.81  0.001
C 1.84 -0.78 4.32  0.008
C 1.70 -0.62 2.79  0.047
C 2.84 -1.08 -0.57  -0.052
C 4.11 -1.11 0.28  0.052
C 5.69 -0.71 -1.14  0.002
C 5.22 -0.90 -2.51  0.521
C 3.98 -1.44 -2.82  -0.082
C 2.93 -1.63 -1.96  0.474
H -3.17 -7.07 -0.06  0.000
H -2.03 -6.27 1.03  0.000
H -1.47 -7.50 -0.10  0.000
H -3.09 -6.52 -2.59  0.000
H -1.39 -6.97 -2.62  0.000
H -1.88 -5.38 -3.19  0.000
H -4.64 -5.64 -1.18  0.000
H -6.22 -3.81 -0.89  0.002
H -5.43 -1.53 -0.38  0.005
H -3.82 2.29 0.80  0.001
H -5.30 3.27 -2.43  -0.004
H -5.37 1.98 -4.50  -0.004
H -4.31 -0.25 -4.60  0.001
H -3.24 -1.20 -2.63  0.012
H -2.49 1.80 2.11  0.017
H -2.67 1.69 4.51  0.001
H -3.10 -0.46 5.65  0.000
H -3.51 -2.49 4.28  0.001
H -3.43 -2.37 1.86  0.009
H 3.15 -3.79 -0.33  -0.029
H 2.74 -6.15 -0.96  0.001
H 0.46 -6.96 -1.26  0.000
H 1.47 -3.99 2.00  0.001
H 1.93 -4.23 4.38  0.000
H 2.13 -2.31 5.87  0.000
H 2.65 -0.18 4.75  0.000
H 2.42 0.07 2.35  0.019
H 3.90 -1.24 1.34  0.008
H 6.75 -0.45 -1.11  -0.033
H 5.92 -0.72 -3.30  -0.054
H 3.82 -1.71 -3.86  0.014
H 2.01 -2.02 -2.36  -0.010
N 0.54 1.94 7.55  0.000
C -0.02 1.07 6.70  0.002
O -0.86 0.25 7.02  0.002
C 0.42 1.16 5.27  0.011
C 0.61 2.33 4.63  0.001
C 0.62 2.38 3.19  0.081
N 0.35 1.38 2.42  -0.004
C 0.32 0.06 2.98  -0.059
C 0.44 -0.12 4.51  -0.017
H 0.27 1.91 8.53  0.000
H 1.29 2.56 7.28  0.000
H 0.61 3.27 5.15  0.001
H 0.73 3.35 2.72  0.001
H -0.51 -0.49 2.52  -0.029
H -0.29 -0.81 4.94  -0.005

Values from the calculation:
- Kohn-Sham gap (alpha / beta) (eV) = 6.367 / 5.922
- calculated total energy (eV) = -115742.277
- spin multiplicity = 5
- E_LUMO (alpha / beta) (eV) = -5.0401 / -5.7205
- <S²> = 6.05
- HOMO energy (alpha / beta) (eV) = -11.41 / -11.64
- charge = +2

---

# 2
DFT (ωB97M-V/def2-TZVPD) results for one molecule with the formula C5H10O2.

Each line ends with the Löwdin charge.
CARTESIAN COORDINATES (ANGSTROEM)
C -0.80 0.08 -2.61  -0.113
O 0.02 -0.31 -1.53  -0.188
C -0.28 0.38 -0.34  -0.233
C 0.62 -0.09 0.80  -0.309
C 0.32 0.72 2.08  -0.057
C 0.69 -1.60 1.01  -0.211
O 1.55 -2.10 1.70  0.051
H -1.86 -0.16 -2.44  0.090
H -0.46 -0.48 -3.49  0.089
H -0.72 1.15 -2.83  0.090
H -1.34 0.23 -0.07  0.131
H -0.15 1.47 -0.49  0.132
H 1.66 0.15 0.55  0.149
H 0.90 0.33 2.92  0.082
H 0.61 1.76 1.91  0.081
H -0.75 0.72 2.36  0.083
H -0.03 -2.24 0.46  0.132

Values from the calculation:
- energy relative to the best compared isomer or geometry (same formula, charge and spin) (kcal/mol) = 43.4
- SMILES = COC[C@@H](C)C=O
- Kohn-Sham gap (eV) = 10.511
- calculated total energy (eV) = -9441.161
- spin multiplicity = 1
- E_LUMO (eV) = 0.8345
- HOMO energy (eV) = -9.68

---

# 3
DFT (ωB97M-V/def2-TZVPD) results for C18H32BeCl4CsF7N3O10P as an isolated structure in a non-equilibrium geometry.

Each line ends with the Löwdin charge.
CARTESIAN COORDINATES (ANGSTROEM)
C -0.51 -0.35 6.21  -0.127
C -0.32 -1.37 5.02  -0.359
C -0.38 -0.63 3.63  -0.219
C -0.18 -1.54 2.34  -0.113
C 1.14 -1.34 1.44  -0.117
C 2.42 -0.91 2.14  -0.032
C 3.31 -1.90 2.84  -0.208
C 3.00 -3.43 2.84  -0.107
C 3.67 -3.99 1.53  -0.769
O 3.15 -3.88 0.50  0.093
Cl 5.28 -4.79 1.55  0.631
C 4.52 -1.35 3.51  -0.043
N 4.71 -0.04 3.44  0.032
N 4.01 0.89 2.82  0.160
C 2.92 0.48 2.19  -0.129
C 2.10 1.56 1.46  -0.221
F 1.00 2.09 2.26  -0.135
C 2.94 2.78 0.98  -0.228
C 4.24 2.41 0.20  -0.092
H -1.08 0.53 5.84  0.069
H 0.49 -0.01 6.57  0.043
H -1.11 -0.80 7.04  0.071
H -1.20 -2.05 5.06  0.111
H 0.62 -2.00 5.17  -0.088
H -1.42 -0.21 3.57  0.115
H 0.30 0.24 3.68  0.081
H -1.07 -1.34 1.69  0.118
H -0.25 -2.60 2.70  0.109
H 1.36 -2.34 0.99  0.097
H 0.84 -0.68 0.60  0.093
H 1.92 -3.63 2.88  0.127
H 3.56 -3.91 3.68  0.109
H 5.16 -2.06 4.04  0.148
H 5.53 0.30 3.94  0.184
H 1.69 1.08 0.54  0.134
H 3.20 3.49 1.80  0.114
H 2.28 3.34 0.26  0.063
H 5.13 2.87 0.70  0.084
H 4.44 1.32 0.12  0.089
H 4.19 2.82 -0.83  0.072
O 0.90 -1.80 -1.25  -0.333
Cl 0.85 -3.04 -2.02  0.664
O 0.54 -4.12 -1.12  -0.301
O 2.13 -3.26 -2.64  -0.303
O -0.17 -2.93 -3.03  -0.306
Be 0.12 3.52 1.36  0.739
Cl 2.33 -1.59 5.21  0.346
C -2.75 -0.74 -4.15  -0.040
C -2.35 0.36 -3.17  -0.378
C -3.24 1.61 -3.25  -0.152
O -2.98 2.45 -4.38  -0.173
C -3.60 2.00 -5.57  -0.237
N -0.94 0.69 -3.39  0.134
H -2.44 -0.53 -5.18  0.069
H -2.28 -1.68 -3.87  0.069
H -3.84 -0.89 -4.14  0.087
H -2.45 -0.06 -2.16  0.151
H -3.02 2.23 -2.37  0.132
H -4.30 1.35 -3.19  0.102
H -4.57 1.54 -5.38  0.119
H -2.93 1.31 -6.10  0.095
H -3.75 2.87 -6.21  -0.280
H -0.64 1.35 -2.67  0.079
H -0.87 1.23 -4.25  0.085
O 2.31 1.97 -1.64  -0.404
Cl 2.40 1.38 -2.97  0.672
O 3.76 1.48 -3.44  -0.312
O 1.53 2.11 -3.86  -0.352
O 2.01 0.01 -2.90  -0.301
Cs -4.45 4.10 -7.46  1.317
F -6.39 2.31 -2.66  -0.223
P -6.99 1.14 -1.67  0.282
F -6.41 2.25 -0.62  -0.202
F -8.39 1.34 -2.50  -0.200
F -6.05 0.06 -0.90  -0.202
F -6.57 0.10 -2.86  -0.215
F -8.12 0.81 -0.55  -0.191

Values from the calculation:
- Kohn-Sham gap (eV) = 2.089
- calculated total energy (eV) = -123454.055
- spin multiplicity = 1
- E_LUMO (eV) = -6.1773
- HOMO energy (eV) = -8.27

---

What did the second record say?
DFT (ωB97M-V/def2-TZVPD) results for one molecule with the formula C5H10O2.

Each line ends with the Löwdin charge.
CARTESIAN COORDINATES (ANGSTROEM)
C -0.80 0.08 -2.61  -0.113
O 0.02 -0.31 -1.53  -0.188
C -0.28 0.38 -0.34  -0.233
C 0.62 -0.09 0.80  -0.309
C 0.32 0.72 2.08  -0.057
C 0.69 -1.60 1.01  -0.211
O 1.55 -2.10 1.70  0.051
H -1.86 -0.16 -2.44  0.090
H -0.46 -0.48 -3.49  0.089
H -0.72 1.15 -2.83  0.090
H -1.34 0.23 -0.07  0.131
H -0.15 1.47 -0.49  0.132
H 1.66 0.15 0.55  0.149
H 0.90 0.33 2.92  0.082
H 0.61 1.76 1.91  0.081
H -0.75 0.72 2.36  0.083
H -0.03 -2.24 0.46  0.132

Values from the calculation:
- energy relative to the best compared isomer or geometry (same formula, charge and spin) (kcal/mol) = 43.4
- SMILES = COC[C@@H](C)C=O
- Kohn-Sham gap (eV) = 10.511
- calculated total energy (eV) = -9441.161
- spin multiplicity = 1
- E_LUMO (eV) = 0.8345
- HOMO energy (eV) = -9.68